1.
This record from the OMol25 dataset describes an isolated molecule of C4H8O3. The level of theory is ωB97M-V/def2-TZVPD.

XYZ file:
```
15
Properties=species:S:1:pos:R:3:forces:R:3
C -2.448257 0.043354 0.314939 0.0 0.0 0.0
C -1.298120 -0.648665 -0.388991 -0.2 -0.2 0.0
O -0.182616 0.264002 -0.406735 0.1 0.0 0.1
C 1.018352 -0.205444 -0.076560 0.1 -0.3 0.1
O 1.278535 -1.355947 0.202192 -0.1 0.5 -0.1
C 2.067273 0.886640 -0.081037 -0.2 0.1 -0.1
O 3.309849 0.379760 0.302151 0.1 -0.2 0.0
H -2.197531 0.227725 1.364266 0.0 0.0 -0.1
H -2.674040 1.002800 -0.159703 0.0 -0.1 0.0
H -3.350801 -0.574995 0.277845 0.2 0.0 0.0
H -1.534757 -0.884033 -1.430999 0.0 0.0 0.1
H -0.992491 -1.568925 0.112338 -0.1 0.1 0.0
H 2.101330 1.320059 -1.090346 0.0 -0.1 0.1
H 1.733592 1.681618 0.599216 0.0 -0.1 -0.1
H 3.169677 -0.567946 0.461425 0.1 0.1 0.0
```
Positions in Å, forces in eV/Å.

Calculated values
**Orbital gap**: 11.4 eV
**SMILES string**: CCOC(=O)CO
**Lowest unoccupied orbital energy**: 0.82 eV


2.
This record from the OMol25 dataset describes a cluster of 2 separate species, C4H13N3 in total in a non-equilibrium geometry. The level of theory is ωB97M-V/def2-TZVPD.

XYZ file:
```
20
Properties=species:S:1:pos:R:3:forces:R:3
C -1.427735 -2.679514 -0.411686 -1.2 2.3 0.1
C 0.399993 -1.770279 0.791023 2.6 -0.2 1.4
C -0.000251 2.102805 1.090742 0.5 -0.2 -3.2
C 0.992001 2.321716 -1.278172 -1.0 -0.5 -1.5
N -0.885714 0.855377 -0.813400 1.6 1.6 0.2
N -0.226567 -1.783274 -0.423784 -3.3 0.6 -3.1
N -0.002061 1.621067 -0.438386 -2.3 -0.1 1.1
H -1.235847 -3.591958 0.177634 -0.3 0.7 0.2
H -2.441663 -2.069184 -0.176836 2.2 -1.5 0.4
H -1.675576 -3.030513 -1.382239 0.2 -0.3 -1.2
H 0.861145 -0.815605 0.904498 1.6 0.5 -0.2
H -0.077030 -1.756536 1.722080 -2.4 -0.3 1.4
H 1.059080 -2.654472 0.926965 0.4 0.7 -0.3
H 0.828440 1.663679 1.522797 1.8 -0.7 1.0
H -0.051056 3.142515 1.243040 0.4 1.5 -0.4
H -0.862109 1.725893 1.479896 -2.3 -1.4 0.9
H 1.942432 1.908443 -1.168456 1.6 -1.1 0.5
H 0.796912 2.277564 -2.388431 -0.4 0.1 1.4
H 1.065578 3.294263 -0.881073 -0.1 1.4 0.0
H -0.460848 -0.773878 -0.822998 0.3 -3.2 1.2
```
Positions in Å, forces in eV/Å.

Calculated values
**Orbital gap**: 8.5 eV
**Lowest unoccupied orbital energy**: 0.71 eV


3.
This record from the OMol25 dataset describes the ion C9H18BrO2Si with charge -1 in a non-equilibrium geometry. The level of theory is ωB97M-V/def2-TZVPD.

XYZ file:
```
31
Properties=species:S:1:pos:R:3:forces:R:3
C -2.325137 -1.053103 -0.618423 -1.8 -1.2 -1.6
C 0.370449 0.223401 1.984294 -2.9 -1.1 -0.2
C 0.472662 -1.896182 -1.223772 -2.1 -0.6 0.1
C 1.604151 0.270564 -0.634397 -2.4 0.2 -1.0
C 2.042596 -1.800189 0.558751 1.6 -0.1 0.5
C -3.459604 2.186687 -0.310285 -1.2 -4.1 3.7
C -0.231850 -0.764403 0.963794 1.4 0.0 -0.4
C -1.528620 -0.237450 0.383922 -0.3 0.0 1.7
C 0.916130 -1.022187 -0.099870 -0.2 -0.2 0.5
O -2.546253 -0.264631 -1.617614 0.4 1.0 0.5
O -2.771686 -2.204316 -0.603010 1.1 0.4 1.2
Si -1.740533 1.402400 -0.564346 -0.3 0.6 0.9
Br -2.789580 -0.065939 2.140049 0.5 -0.2 -1.1
H -0.274350 0.115547 2.822970 -0.5 0.2 1.0
H 0.210925 1.219886 1.654765 0.7 0.9 -0.3
H 1.285955 -0.102561 2.334925 2.2 -0.1 0.3
H -0.050365 -2.818238 -0.870596 0.4 0.7 -0.2
H -0.174237 -1.421623 -1.938837 -0.7 0.4 -0.1
H 1.304464 -2.151241 -1.791949 1.7 -0.8 -1.0
H 2.152447 0.049854 -1.584832 -0.7 0.4 0.6
H 2.303619 0.615496 0.060994 1.2 0.5 1.2
H 0.835541 1.119830 -0.703968 1.3 -1.2 -0.5
H 2.604766 -1.112272 1.224920 -0.3 -0.9 0.1
H 1.908522 -2.820437 0.984112 -0.7 0.9 0.2
H 2.764617 -2.034062 -0.223822 0.2 0.2 -0.3
H -3.686518 2.678246 0.673162 1.0 -0.4 -0.5
H -3.663434 2.920967 -0.969875 -1.1 2.0 -2.8
H -4.259281 1.283387 -0.216241 1.7 2.2 -1.0
H -0.439795 -1.734490 1.470036 0.1 0.4 -0.4
H -0.939884 1.547967 -1.752357 0.1 0.2 -1.0
H -0.823018 2.438113 0.213470 -0.5 -0.4 0.0
```
Positions in Å, forces in eV/Å.

Calculated values
**Orbital gap**: 8.1 eV
**Net charge**: -1
**Lowest unoccupied orbital energy**: 3.13 eV


4.
This record from the OMol25 dataset describes a structure of composition C12H16As2CrF3O2Se4. The level of theory is ωB97M-V/def2-TZVPD.

XYZ file:
```
40
Properties=species:S:1:pos:R:3:forces:R:3
Cr 0.704397 -1.582229 -1.054843 0.3 0.2 -0.2
Se 1.247510 -1.605785 -3.481411 -0.1 -0.3 0.0
Se 2.695294 0.125436 -3.554131 0.1 0.2 0.0
Se 2.642503 -2.996726 -0.630223 0.1 0.0 0.1
Se 2.404741 -3.607049 -2.880054 -0.1 0.1 -0.1
C 2.551151 2.088258 -0.759434 0.1 -0.1 -0.1
As 1.899863 0.424542 -0.006912 -0.1 0.1 0.2
C 3.320689 0.014740 1.233706 0.0 -0.1 0.0
C 0.484401 1.189405 1.105573 0.0 0.0 0.0
C 0.732157 1.810184 2.325598 0.0 0.0 -0.1
C -0.300151 2.414910 3.025477 0.0 0.0 0.0
C -1.587381 2.415824 2.504174 0.0 0.0 0.0
C -1.843476 1.800071 1.289294 0.0 0.0 0.0
C -0.812880 1.180421 0.588483 0.0 0.0 0.0
As -1.131858 0.214421 -1.066713 0.0 0.0 0.0
C -2.945542 -0.426771 -0.844644 0.0 0.0 0.0
C -1.339946 1.598065 -2.402912 0.0 0.0 0.0
H 2.557849 2.834263 0.034877 0.0 0.0 0.0
H 1.919358 2.395861 -1.587400 0.0 0.0 0.0
H 3.555222 1.916884 -1.140587 0.0 0.0 0.0
H 3.678811 0.916988 1.726450 0.0 0.0 0.0
H 4.121733 -0.436665 0.650624 0.0 0.0 0.0
H 2.969746 -0.706852 1.969345 0.0 0.0 0.0
H 1.734444 1.816782 2.736662 0.0 0.0 0.0
H -0.103109 2.886927 3.979267 0.0 0.0 0.0
H -2.393902 2.889052 3.048778 0.0 0.0 0.0
H -2.853736 1.793775 0.897803 0.0 0.0 0.0
H -3.651400 0.401755 -0.862292 0.0 0.0 0.0
H -3.025936 -0.952657 0.105740 0.0 0.0 0.0
H -3.173265 -1.115778 -1.656222 0.0 0.0 0.0
H -2.013698 2.368920 -2.032728 0.0 0.0 0.0
H -1.745754 1.148781 -3.308164 0.0 0.0 0.0
H -0.366342 2.025471 -2.635228 0.0 0.0 0.0
F -2.275500 -3.572565 1.817535 0.0 0.0 0.0
C -1.814227 -4.025892 0.650943 0.0 0.0 0.0
F -1.176650 -5.178711 0.863104 0.0 0.0 0.0
F -2.856721 -4.257374 -0.150782 0.0 0.0 0.0
C -0.857188 -3.005064 0.009364 -0.1 0.0 0.1
O -0.287288 -2.147775 0.722922 0.0 0.0 0.1
O -0.663902 -3.053845 -1.231039 -0.1 -0.2 0.0
```
Positions in Å, forces in eV/Å.

Calculated values
**Orbital gap (spin up / spin down)**: 6.7 / 7.0 eV
**Expectation value of S²**: 3.863
**Spin multiplicity**: 4
**Lowest unoccupied orbital energy (spin up / spin down)**: -0.60 / -0.26 eV


5.
This record from the OMol25 dataset describes an isolated molecule of C4H6N2O. The level of theory is ωB97M-V/def2-TZVPD.

XYZ file:
```
13
Properties=species:S:1:pos:R:3:forces:R:3
N 1.851938 0.427217 -0.028299 0.0 -0.2 -0.2
C 1.438936 -0.759194 -0.370530 0.0 0.4 0.2
C 0.094613 -1.137807 0.131472 -0.2 0.1 0.0
O 0.110405 -2.450771 0.465882 0.1 -0.1 0.0
C -1.099525 -0.495481 0.197920 0.2 -0.1 0.0
C -1.395187 0.897373 -0.089228 0.1 0.1 0.0
N -0.548052 1.861408 -0.089310 -0.4 -0.1 0.0
H 2.765751 0.731245 -0.343011 -0.1 -0.1 0.0
H 1.253940 1.138707 0.407652 0.0 -0.1 -0.1
H 0.965451 -2.775694 0.131962 -0.1 0.0 0.1
H -1.958049 -1.125666 0.422574 0.1 0.1 -0.1
H -2.456891 1.076406 -0.312448 0.2 0.0 0.0
H -1.002086 2.724902 -0.385195 0.1 -0.1 0.1
```
Positions in Å, forces in eV/Å.

Calculated values
**Orbital gap**: 8.7 eV
**Lowest unoccupied orbital energy**: 0.20 eV


6.
This record from the OMol25 dataset describes an isolated molecule of CHF2IO in a non-equilibrium geometry. The level of theory is ωB97M-V/def2-TZVPD.

XYZ file:
```
6
Properties=species:S:1:pos:R:3:forces:R:3
F -0.180984 0.527288 -0.603233 1.4 0.1 -2.7
C -0.153773 0.930302 0.594578 -5.5 0.4 2.5
F 0.345780 2.105410 0.834181 0.2 0.2 -0.5
O -1.796459 1.038461 0.992233 3.2 0.5 -0.4
I -2.937258 -0.009191 -0.189109 -0.5 -0.2 0.0
H 0.074272 0.176571 1.279844 1.2 -0.9 1.1
```
Positions in Å, forces in eV/Å.

Calculated values
**Orbital gap**: 8.9 eV
**SMILES string**: FC(F)OI
**Lowest unoccupied orbital energy**: -0.29 eV